Entry 1:
{
  "formula": "C25H27HgN3O5S",
  "method": "wB97M-V/def2-TZVPD",
  "elements": ["Hg", "O", "C", "N", "C", "C", "C", "C", "C", "C", "N", "C", "C", "C", "C", "C", "N", "H", "H", "H", "H", "H", "H", "H", "H", "H", "H", "C", "O", "C", "C", "C", "C", "C", "C", "O", "C", "O", "C", "H", "H", "H", "H", "H", "H", "H", "H", "H", "O", "S", "C", "C", "C", "C", "H", "H", "H", "H", "H", "H", "H", "H"],
  "coordinates": [[-0.94311, 0.29615, -0.80271], [3.56358, -0.46481, 1.77134], [2.61826, 0.32080, 1.60899], [2.40323, 0.92497, 0.38492], [2.35967, 0.96151, -2.28052], [1.35032, 0.49829, -3.32164], [1.14782, -0.83887, -3.80551], [0.18124, -1.07688, -4.75757], [-0.59369, -0.00486, -5.28844], [-0.20954, 1.28946, -4.87735], [0.73257, 1.52168, -3.96144], [1.65396, 0.48586, 2.81847], [2.00311, -0.39403, 3.86751], [1.20487, -0.39919, 5.00436], [0.10889, 0.50261, 5.09772], [-0.11766, 1.33328, 4.01858], [0.63202, 1.31910, 2.92270], [3.26687, 1.23310, -2.79302], [1.88122, 1.93457, -1.99127], [1.86865, -1.62560, -3.52828], [0.05059, -2.10377, -5.06639], [-1.40013, -0.13864, -5.97719], [-0.65227, 2.16272, -5.34402], [2.84167, -1.07154, 3.72451], [1.46716, -1.10308, 5.80407], [-0.50199, 0.58594, 6.03747], [-0.89426, 2.09353, 4.02765], [4.44772, -4.67314, -0.06475], [4.96945, -3.46161, -0.62277], [4.18919, -2.38173, -0.84356], [4.90244, -1.16237, -1.08501], [4.20579, 0.00301, -1.04127], [2.74144, 0.11674, -0.97880], [1.62384, 2.12111, 0.36244], [2.20394, 3.13834, 1.26568], [0.64865, 2.28907, -0.33971], [2.05408, -1.25607, -0.80711], [0.81521, -1.25760, -0.61066], [2.81143, -2.42561, -0.83184], [5.37776, -5.16167, 0.38375], [3.96533, -5.30650, -0.81586], [3.72112, -4.42926, 0.70624], [5.99203, -1.23718, -1.12313], [4.74851, 0.94107, -1.16082], [1.79779, 3.11119, 2.26401], [1.88953, 4.09561, 0.88176], [3.30773, 3.06775, 1.36127], [2.32370, -3.36708, -0.69304], [-5.65552, 2.26225, -1.21806], [-5.69197, 0.93048, -0.56608], [-7.52449, 0.40635, -0.46196], [-7.84471, 0.12735, 1.01598], [-6.57285, 0.21548, 1.89975], [-5.59733, 1.17024, 1.24898], [-7.65225, -0.42075, -1.17171], [-8.12893, 1.24089, -0.83732], [-8.30664, -0.85362, 1.12662], [-8.49959, 0.91147, 1.42716], [-6.11220, -0.77737, 2.02485], [-6.81533, 0.55757, 2.92980], [-4.57896, 1.00767, 1.58621], [-5.77896, 2.21558, 1.49606]],
  "multiplicity": 2,
  "homo_energy_ev": [-1.8739, -3.3887],
  "e_tot_ha": -2060.834416,
  "s2": 0.77,
  "lumo_energy_ev": [2.47, 2.47],
  "de_lowest_kj_mol": 23.89,
  "largest_force_ev_per_a": 2.5,
  "total_charge": -1
}

Entry 2:
{
  "formula": "C25H27N3O2Tc",
  "method": "wB97M-V/def2-TZVPD",
  "elements": ["Tc", "N", "C", "C", "C", "N", "H", "H", "H", "H", "C", "C", "C", "C", "C", "C", "H", "H", "H", "H", "H", "O", "C", "O", "C", "C", "C", "C", "C", "C", "H", "H", "H", "H", "H", "C", "N", "C", "C", "C", "C", "C", "C", "C", "C", "H", "H", "H", "H", "H", "H", "H", "H", "H", "H", "H", "H", "H"],
  "coordinates": [[-0.33467, -0.50245, 0.78528], [-1.45560, -0.47437, -2.03718], [-2.41218, -0.01171, -2.84795], [-3.10809, 0.96006, -2.15774], [-2.50731, 1.01102, -0.90748], [-1.48165, 0.14860, -0.83744], [-0.78171, -1.20000, -2.22432], [-2.52207, -0.40050, -3.84554], [-3.94075, 1.53860, -2.51214], [-2.74004, 1.62297, -0.05319], [-2.73897, 2.30340, 3.71438], [-2.75786, 0.92047, 3.78046], [-1.93147, 0.17329, 2.94581], [-1.13638, 0.82931, 1.99340], [-1.12980, 2.22709, 1.91915], [-1.91737, 2.95375, 2.79792], [-3.35728, 2.88227, 4.38616], [-3.39273, 0.41720, 4.49678], [-1.93293, -0.90465, 3.04654], [-0.51010, 2.74477, 1.20078], [-1.89875, 4.03493, 2.76606], [-0.98668, -2.42512, 0.51708], [-0.51303, -2.81692, 1.65650], [0.16363, -1.91089, 2.26411], [-0.77332, -4.12905, 2.19967], [-1.51051, -5.04897, 1.44966], [-1.76071, -6.30185, 1.97687], [-1.28120, -6.62613, 3.24033], [-0.54809, -5.71041, 3.98910], [-0.29066, -4.45687, 3.47082], [-1.87646, -4.77520, 0.47023], [-2.32795, -7.02774, 1.41308], [-1.48372, -7.60617, 3.65045], [-0.18744, -5.98115, 4.97092], [0.26754, -3.72627, 4.03870], [3.64351, -0.83075, 4.45548], [3.06840, 0.07713, 3.41555], [1.78232, 0.68640, 3.87740], [2.90072, -0.65033, 2.09332], [2.62294, 0.32025, 0.98306], [3.71496, 1.07663, 0.56486], [3.59671, 2.05132, -0.41374], [2.36837, 2.26431, -1.01272], [1.27477, 1.49573, -0.63901], [1.36287, 0.52025, 0.37106], [3.76325, -0.26729, 5.37639], [4.60000, -1.20210, 4.09933], [2.94307, -1.64990, 4.59840], [3.72863, 0.84204, 3.25746], [1.07704, -0.12519, 4.04081], [1.42019, 1.35822, 3.10305], [1.97480, 1.22915, 4.79905], [2.11870, -1.38387, 2.27210], [3.84388, -1.17014, 1.92547], [4.69239, 0.88637, 0.99688], [4.46254, 2.62207, -0.71720], [2.25825, 3.01112, -1.78700], [0.33861, 1.67376, -1.14588]],
  "multiplicity": 2,
  "homo_energy_ev": [-14.2408, -14.1615],
  "e_tot_ha": -1363.825721,
  "s2": 1.15,
  "lumo_energy_ev": [-7.44, -7.32],
  "largest_force_ev_per_a": 0.9,
  "total_charge": 2
}

Entry 3:
{
  "formula": "C25H27N3O7",
  "method": "wB97M-V/def2-TZVPD",
  "elements": ["C", "C", "C", "C", "O", "O", "C", "C", "C", "C", "C", "C", "C", "C", "C", "C", "C", "C", "N", "O", "O", "C", "C", "N", "C", "O", "N", "C", "C", "C", "C", "C", "C", "O", "O", "H", "H", "H", "H", "H", "H", "H", "H", "H", "H", "H", "H", "H", "H", "H", "H", "H", "H", "H", "H", "H", "H", "H", "H", "H", "H", "H"],
  "coordinates": [[0.06463, 1.46962, 1.95414], [0.12981, 0.14335, 1.24396], [-0.80625, -0.44824, 0.47407], [-2.04829, 0.37651, 0.18707], [-2.34555, 1.73010, 0.40006], [-2.88832, -0.43111, -0.37381], [-4.07218, 0.11322, -0.95609], [-3.53376, 0.32437, -2.65545], [-2.54737, 1.20010, -3.03180], [-2.37010, 1.28553, -4.39304], [-2.83338, 0.34606, -5.29113], [-3.78861, -0.38655, -4.87995], [-4.34741, -0.33443, -3.58666], [-0.63793, -1.69638, 0.07665], [-0.74865, -1.70321, -1.56014], [-1.61228, -2.48665, -2.23557], [-1.62497, -2.38977, -3.64781], [-0.44144, -1.55887, -4.28651], [-0.67145, -1.47437, -5.61613], [-1.41509, -2.25090, -6.28624], [0.13633, -0.83864, -6.07435], [0.39987, -0.83164, -3.31429], [0.31634, -0.87377, -2.11467], [0.48666, -2.59479, 0.78396], [1.55619, -1.99836, 1.25450], [2.48070, -2.65334, 1.62886], [1.60808, -0.49521, 1.46606], [2.47637, -0.02136, 2.26632], [2.48767, -0.28627, 3.77916], [3.68822, -0.14678, 4.69161], [4.36011, 1.20943, 4.46599], [3.76821, 2.33761, 5.05690], [2.71642, 3.11727, 4.17214], [2.75448, 3.07199, 2.98292], [1.52171, 3.57274, 4.90862], [-1.04391, 1.78015, 1.70873], [0.91652, 2.25879, 1.51342], [0.12826, 1.41111, 3.04420], [-4.08531, 1.04909, -0.84021], [-4.80630, -0.65281, -0.90576], [-2.19357, 1.73833, -2.20914], [-1.71701, 2.01901, -4.64979], [-2.80091, 0.53013, -6.22516], [-4.40948, -0.92037, -5.67674], [-5.00133, -1.32563, -3.25611], [-1.56224, -2.43095, 0.32717], [-2.16069, -3.20272, -1.63572], [-2.08805, -2.93594, -4.20553], [1.00541, -0.12746, -4.15450], [0.97379, -0.25835, -1.51250], [0.72665, -3.37403, 0.38171], [3.23871, -0.42597, 2.03041], [2.53874, 1.14511, 2.17849], [1.68885, 0.36362, 4.51308], [1.95872, -1.14852, 4.15225], [3.68469, -0.47791, 5.73478], [4.20583, -0.95390, 4.16610], [5.28821, 0.95083, 5.05892], [4.63931, 1.45530, 3.41780], [3.27565, 1.88429, 5.97034], [4.44810, 3.29438, 5.26748], [0.93262, 3.95716, 4.31696]],
  "smiles": "CC1=C(C(=O)OCc2ccccc2)[C@@H](c2ccc([N+](=O)[O-])cc2)NC(=O)N1CCCCCC(=O)O",
  "homo_energy_ev": -8.7865,
  "e_tot_ha": -1659.121155,
  "lumo_energy_ev": -1.11,
  "de_lowest_kj_mol": 2145.37,
  "largest_force_ev_per_a": 19.2
}